Record 1
ORCA calculation (the ωB97M-V functional and the def2-TZVPD basis) on an isolated molecule of C5H10O2 in a non-equilibrium geometry.

```
! wB97M-V def2-TZVPD RIJCOSX def2/J DEFGRID3
* xyz 0 1
O -1.712 0.890 -1.134
C -1.939 -0.018 -0.285
O -2.081 -1.251 -0.450
C -0.842 0.219 0.996
C 0.343 -0.681 0.839
C 1.056 -0.604 -0.508
C 1.597 0.800 -0.827
H -2.871 0.312 0.279
H -0.628 1.277 1.026
H -1.420 -0.042 1.885
H 0.025 -1.709 0.994
H 1.064 -0.435 1.624
H 0.329 -0.896 -1.274
H 1.859 -1.336 -0.513
H 2.393 0.779 -1.575
H 0.791 1.451 -1.145
H 2.037 1.246 0.068
*
```

Gap between HOMO and LUMO ... 7.75 eV
LUMO ... -2.60 eV
Total energy ... -9437.7697 eV
Max |F| ... 1.9 eV/A
HOMO ... -10.345 eV

=====

Record 2
ORCA calculation (the ωB97M-V functional and the def2-TZVPD basis) on a structure of composition C25H49FeGeN6O3SSeSi.

```
! wB97M-V def2-TZVPD RIJCOSX def2/J DEFGRID3
* xyz 2 6
Fe -0.930 -0.311 -0.811
N -3.407 -0.461 1.488
C -2.197 -0.368 2.035
N -2.095 -0.258 3.347
C -0.857 -0.213 3.840
N -0.695 -0.021 5.137
N 0.280 -0.393 3.098
C 0.086 -0.470 1.820
N -1.116 -0.379 1.198
C 1.257 -0.757 0.941
C 2.522 -0.971 1.447
C 3.535 -1.331 0.564
C 3.250 -1.470 -0.785
C 1.960 -1.228 -1.223
N 0.991 -0.874 -0.375
H -4.203 -0.486 2.104
H -3.524 -0.741 0.526
H -1.500 0.092 5.731
H 0.229 -0.022 5.534
H 2.691 -0.873 2.509
H 4.536 -1.510 0.933
H 4.011 -1.762 -1.494
H 1.682 -1.331 -2.265
C -5.137 -5.300 -1.598
C -4.746 -3.873 -1.937
C -5.446 -3.400 -3.200
C -5.023 -2.937 -0.768
O -3.323 -3.874 -2.236
Si -1.967 -3.120 -1.892
S -2.337 -0.993 -2.285
O -0.726 -3.599 -2.797
C -0.660 -4.120 -4.161
C -1.564 -3.297 -5.066
C 0.795 -3.980 -4.570
C -1.086 -5.579 -4.127
O -1.452 -3.059 -0.336
C -0.924 -4.189 0.445
C 0.574 -4.280 0.205
C -1.239 -3.875 1.897
C -1.609 -5.479 0.022
H -6.222 -5.379 -1.534
H -4.721 -5.612 -0.641
H -4.789 -5.983 -2.372
H -6.526 -3.384 -3.052
H -5.222 -4.070 -4.030
H -5.119 -2.392 -3.465
H -6.076 -2.996 -0.491
H -4.806 -1.900 -1.039
H -4.427 -3.227 0.102
H -1.274 -2.244 -5.048
H -2.609 -3.385 -4.764
H -1.482 -3.652 -6.093
H 1.089 -2.928 -4.580
H 0.947 -4.382 -5.572
H 1.439 -4.526 -3.880
H -2.119 -5.669 -3.787
H -0.440 -6.150 -3.459
H -1.014 -6.014 -5.124
H 1.083 -3.382 0.555
H 0.783 -4.423 -0.855
H 0.984 -5.127 0.756
H -0.717 -2.975 2.223
H -0.919 -4.696 2.538
H -2.313 -3.733 2.032
H -1.431 -5.703 -1.032
H -2.682 -5.431 0.197
H -1.206 -6.305 0.608
C -2.532 3.089 1.193
Ge -3.268 3.259 -0.610
C -4.554 1.843 -0.990
C -4.057 5.011 -0.885
C -1.807 3.142 -1.971
Se -0.278 1.953 -1.766
C 0.695 2.835 -0.332
H -3.361 3.022 1.899
H -1.937 3.962 1.461
H -1.921 2.193 1.311
H -5.299 1.810 -0.193
H -4.086 0.863 -1.074
H -5.070 2.047 -1.928
H -4.907 5.144 -0.216
H -4.413 5.120 -1.909
H -3.337 5.802 -0.679
H -1.343 4.121 -2.102
H -2.236 2.863 -2.934
H 0.080 2.921 0.557
H 0.982 3.817 -0.700
H 1.590 2.249 -0.136
*
```

Gap between HOMO and LUMO (alpha / beta) ... 8.27 / 7.27 eV
LUMO (alpha / beta) ... -6.32 / -7.54 eV
Total energy ... -216760.5909 eV
<S²> ... 8.769
Max |F| ... 0.3 eV/A
HOMO (alpha / beta) ... -14.593 / -14.814 eV

=====

Record 3
ORCA calculation (the ωB97M-V functional and the def2-TZVPD basis) on an isolated molecule of C5H11NO.

```
! wB97M-V def2-TZVPD RIJCOSX def2/J DEFGRID3
* xyz 0 1
C -2.102 0.616 -0.661
C -1.410 -0.506 0.111
N 0.015 -0.253 0.269
C 0.402 0.481 1.454
C 0.861 -0.648 -0.731
O 0.444 -1.223 -1.726
C 2.342 -0.347 -0.563
H -3.191 0.518 -0.617
H -1.792 0.597 -1.711
H -1.832 1.591 -0.240
H -1.533 -1.465 -0.400
H -1.840 -0.599 1.116
H 0.368 -0.154 2.349
H 1.407 0.889 1.356
H -0.283 1.323 1.610
H 2.863 -0.823 -1.395
H 2.742 -0.730 0.381
H 2.537 0.731 -0.601
*
```

Gap between HOMO and LUMO ... 10.02 eV
LUMO ... 0.88 eV
Total energy ... -8901.3557 eV
SMILES ... CCN(C)C(C)=O
Max |F| ... 0.3 eV/A
HOMO ... -9.142 eV

=====

Record 4
ORCA calculation (the ωB97M-V functional and the def2-TZVPD basis) on a structure of composition C35H47ClMoN4O5PS in a non-equilibrium geometry.

```
! wB97M-V def2-TZVPD RIJCOSX def2/J DEFGRID3
* xyz 1 3
Mo -0.502 -0.709 0.049
C -1.623 -1.286 1.860
C -1.013 -2.092 2.924
C -0.466 -1.498 4.065
C 0.139 -2.263 5.045
C 0.189 -3.641 4.926
C -0.385 -4.250 3.821
C -0.975 -3.487 2.835
H -2.100 -0.398 2.286
H -2.392 -1.882 1.354
H -0.529 -0.425 4.190
H 0.548 -1.778 5.920
H 0.650 -4.237 5.697
H -0.380 -5.327 3.736
H -1.452 -3.976 1.998
C -5.656 -1.997 -1.956
N -4.388 -1.327 -1.861
C -4.059 -0.165 -2.483
C -2.816 0.173 -2.040
N -2.376 -0.766 -1.145
C -3.356 -1.658 -1.067
H -6.175 -1.659 -2.853
H -6.274 -1.760 -1.086
H -5.510 -3.075 -2.005
H -4.717 0.314 -3.180
H -2.242 1.042 -2.291
H -3.340 -2.563 -0.489
C -0.985 -5.331 -0.540
O -1.153 -3.914 -0.398
P 0.049 -2.915 -0.736
O 1.276 -3.745 -0.182
C 2.615 -3.277 -0.320
O 0.340 -3.191 -2.320
C -0.511 -2.753 -3.358
H -0.736 -5.586 -1.571
H -1.937 -5.779 -0.263
H -0.198 -5.686 0.122
H 2.779 -2.434 0.352
H 2.821 -2.980 -1.350
H 3.264 -4.108 -0.045
H 0.109 -2.277 -4.119
H -1.253 -2.042 -2.987
H -1.038 -3.606 -3.788
C 2.136 1.868 -5.824
C 2.858 2.125 -4.670
C 2.415 1.676 -3.439
C 1.234 0.934 -3.339
C 0.513 0.691 -4.515
C 0.960 1.143 -5.738
C 0.694 0.406 -2.097
C 1.113 0.390 -0.823
C 2.402 0.877 -0.356
C 3.566 0.219 -0.764
C 4.805 0.665 -0.350
C 4.910 1.775 0.475
C 3.764 2.427 0.899
C 2.520 1.980 0.489
H 2.478 2.230 -6.782
H 3.779 2.683 -4.735
H 2.996 1.891 -2.557
H -0.409 0.128 -4.467
H 0.385 0.928 -6.626
H -0.282 -0.082 -2.239
H 3.483 -0.628 -1.428
H 5.692 0.146 -0.683
H 5.883 2.116 0.793
H 3.836 3.296 1.535
H 1.628 2.473 0.836
C -1.964 4.876 2.767
N -1.659 3.507 2.400
C -2.194 2.517 3.307
C -1.253 3.140 1.173
S -1.948 1.755 0.459
N -0.381 3.905 0.501
C 0.487 4.864 1.151
C -0.189 3.801 -0.925
H -3.008 4.927 3.087
H -1.849 5.546 1.922
H -1.343 5.222 3.595
H -2.107 2.895 4.324
H -1.604 1.606 3.216
H -3.244 2.298 3.094
H 0.544 4.659 2.216
H 0.152 5.891 0.989
H 1.488 4.771 0.725
H -0.708 2.925 -1.307
H 0.872 3.713 -1.161
H -0.584 4.695 -1.417
Cl 2.140 1.510 4.142
C 2.333 0.033 3.200
C 1.222 -0.068 2.152
O 0.368 0.811 2.054
O 1.242 -1.078 1.406
H 2.282 -0.821 3.875
H 3.310 0.054 2.713
*
```

Gap between HOMO and LUMO (alpha / beta) ... 7.05 / 7.00 eV
LUMO (alpha / beta) ... -3.18 / -3.19 eV
Total energy ... -87753.5038 eV
<S²> ... 2.077
Max |F| ... 2.3 eV/A
HOMO (alpha / beta) ... -10.228 / -10.193 eV

=====

Record 5
ORCA calculation (the ωB97M-V functional and the def2-TZVPD basis) on a structure of composition C36H35KO5P2S2 in a non-equilibrium geometry.

```
! wB97M-V def2-TZVPD RIJCOSX def2/J DEFGRID3
* xyz -2 1
K -11.287 10.421 11.776
S -10.739 7.080 13.273
P -12.343 6.634 12.189
C -12.779 7.916 11.128
P -13.562 8.783 9.938
S -12.480 9.851 8.591
C -14.591 7.654 8.954
C -14.176 7.267 7.681
C -15.094 6.576 6.846
C -16.352 6.180 7.317
C -16.654 6.436 8.627
C -15.832 7.180 9.486
C -14.741 9.998 10.547
C -14.965 10.118 11.908
C -15.887 11.131 12.311
C -16.625 11.788 11.357
C -16.396 11.680 9.993
C -15.385 10.821 9.577
C -13.624 6.085 13.314
C -13.653 6.444 14.655
C -14.769 6.066 15.397
C -15.903 5.576 14.828
C -15.887 5.221 13.454
C -14.701 5.367 12.732
C -11.962 5.078 11.142
C -12.038 3.810 11.668
C -11.826 2.704 10.808
C -11.491 2.909 9.498
C -11.488 4.198 8.997
C -11.693 5.298 9.813
H -13.256 7.694 7.343
H -14.789 6.328 5.885
H -17.016 5.541 6.758
H -17.671 6.189 8.996
H -16.066 7.340 10.531
H -14.373 9.508 12.571
H -15.931 11.474 13.332
H -17.435 12.447 11.695
H -17.008 12.238 9.242
H -15.026 10.796 8.554
H -12.783 6.938 15.141
H -14.776 6.420 16.416
H -16.844 5.414 15.373
H -16.794 4.900 12.971
H -14.577 5.025 11.693
H -12.192 3.652 12.743
H -11.783 1.737 11.253
H -11.307 2.130 8.782
H -11.269 4.357 7.949
H -11.566 6.301 9.362
C -11.639 14.459 11.442
O -10.717 13.412 11.013
C -9.395 13.850 10.633
C -8.935 13.013 9.465
O -8.888 11.643 9.834
C -8.288 10.936 8.773
H -11.081 15.088 12.174
H -12.488 13.974 11.982
H -12.019 15.004 10.550
H -8.687 13.850 11.507
H -9.444 14.856 10.267
H -7.936 13.349 9.077
H -9.639 13.262 8.593
H -7.197 11.112 8.802
H -8.692 11.263 7.817
H -8.473 9.870 8.760
O -14.217 14.152 14.025
C -13.781 13.591 15.190
C -14.137 14.282 16.380
C -13.690 13.824 17.656
C -13.092 12.617 17.746
C -12.779 11.894 16.578
C -13.023 12.349 15.251
C -12.637 11.506 14.052
O -13.076 11.775 12.905
O -11.882 10.561 14.321
H -14.048 15.105 14.058
H -14.792 15.149 16.290
H -13.954 14.352 18.541
H -12.921 12.127 18.717
H -12.246 10.915 16.758
*
```

Gap between HOMO and LUMO ... 4.05 eV
LUMO ... 3.76 eV
Total energy ... -104710.4095 eV
Max |F| ... 4.2 eV/A
HOMO ... -0.297 eV

=====

Record 6
ORCA calculation (the ωB97M-V functional and the def2-TZVPD basis) on a structure of composition C23H42Cl3N4O3SiY in a non-equilibrium geometry.

```
! wB97M-V def2-TZVPD RIJCOSX def2/J DEFGRID3
* xyz 0 1
C 2.582 -2.401 -2.458
C 1.997 -1.584 -3.576
H 2.090 -3.384 -2.376
H 2.505 -1.866 -1.504
H 3.647 -2.615 -2.650
C 1.861 -2.125 -4.800
C 2.173 -3.546 -5.150
H 1.534 -1.505 -5.634
H 1.670 -4.282 -4.498
H 3.256 -3.752 -5.131
H 1.844 -3.731 -6.181
Y 1.133 0.136 2.303
Cl 2.959 -1.489 2.915
Cl 2.464 1.541 0.716
C 0.065 3.178 2.094
O -0.334 2.019 2.418
N -0.707 4.140 1.593
C -2.145 3.916 1.455
C -0.096 5.305 0.952
H 1.124 3.443 2.207
H -2.513 3.409 2.350
H -2.377 3.308 0.568
H -2.635 4.885 1.344
H 0.767 5.650 1.532
H -0.813 6.123 0.882
H 0.244 5.100 -0.072
H -0.581 -5.161 3.775
H -1.036 -3.587 0.674
C -1.585 -4.752 3.576
C -1.889 -3.711 1.339
N -1.503 -3.563 2.734
H -2.042 -4.509 4.544
C -0.869 -2.469 3.160
O -0.380 -1.586 2.371
H -2.643 -2.974 1.056
H -0.797 -2.387 4.267
H -2.188 -5.491 3.036
H -2.314 -4.713 1.237
O 1.088 -0.006 -2.008
C 1.762 -0.117 -3.261
C 0.146 0.334 -5.194
C 1.193 0.746 -4.373
H -0.302 -0.646 -5.045
C -0.345 1.181 -6.201
H 2.769 0.249 -3.054
C 1.856 1.942 -4.665
H -1.233 0.893 -6.764
C 0.268 2.408 -6.438
C 1.390 2.778 -5.688
H 2.737 2.227 -4.078
H -0.095 3.070 -7.232
H 1.879 3.745 -5.862
Si -0.651 -0.063 -1.621
Cl -0.419 -2.198 -1.287
C -1.955 -0.480 -2.927
C -0.594 1.954 -1.647
C -1.736 0.404 -0.058
H -1.890 0.111 -3.840
H -2.939 -0.305 -2.469
H -1.914 -1.545 -3.202
H -2.042 -0.505 0.469
H -2.700 0.881 -0.372
H -1.302 1.170 0.610
H -0.481 2.289 -2.679
H 0.277 2.311 -1.090
H -1.467 2.489 -1.251
C -0.990 0.573 7.563
N 0.235 -0.016 6.988
C 1.177 -0.724 7.863
C 0.544 0.157 5.742
N 0.926 0.263 4.632
H -0.959 0.367 8.637
H -1.888 0.121 7.112
H -1.025 1.661 7.385
H 1.249 -1.779 7.564
H 2.175 -0.270 7.794
H 0.789 -0.637 8.877
*
```

Gap between HOMO and LUMO ... 5.90 eV
LUMO ... -0.47 eV
Total energy ... -83127.9003 eV
Max |F| ... 3.4 eV/A
HOMO ... -6.365 eV

=====

Record 7
ORCA calculation (the ωB97M-V functional and the def2-TZVPD basis) on a structure of composition C34H20AuF15GeN3S.

```
! wB97M-V def2-TZVPD RIJCOSX def2/J DEFGRID3
* xyz 1 1
Au -0.929 -0.927 1.135
C -3.284 -2.094 -0.189
N -1.956 -2.540 0.335
C -1.165 -3.184 -0.761
C -2.143 -3.514 1.437
C -2.785 -4.709 1.173
C -2.914 -5.661 2.168
C -2.364 -5.399 3.412
C -1.727 -4.197 3.679
C -1.630 -3.204 2.698
N -1.043 -1.948 2.831
C -0.491 -1.293 3.928
C -0.510 -1.709 5.263
C 0.126 -0.965 6.246
C 0.781 0.217 5.946
C 0.760 0.673 4.640
C 0.130 -0.071 3.660
N -0.005 0.494 2.294
C 1.326 0.885 1.751
C -0.949 1.660 2.373
H -3.803 -2.951 -0.618
H -3.130 -1.340 -0.954
H -3.871 -1.690 0.633
H -1.741 -4.011 -1.173
H -0.234 -3.563 -0.345
H -0.965 -2.450 -1.533
H -3.182 -4.914 0.187
H -3.417 -6.595 1.968
H -2.422 -6.142 4.196
H -1.286 -4.065 4.648
H -1.040 -2.592 5.565
H 0.097 -1.321 7.267
H 1.277 0.789 6.717
H 1.223 1.621 4.398
H 1.755 1.675 2.364
H 1.203 1.247 0.738
H 1.977 0.013 1.765
H -0.450 2.486 2.877
H -1.814 1.350 2.955
H -1.248 1.954 1.373
F 3.591 1.956 -1.069
C 3.439 0.745 -1.626
C 2.195 0.330 -2.076
C 2.132 -0.952 -2.605
F 0.966 -1.430 -3.065
C 3.234 -1.777 -2.700
F 3.127 -2.997 -3.217
C 4.463 -1.321 -2.248
F 5.529 -2.101 -2.327
C 4.567 -0.053 -1.705
F 5.738 0.385 -1.257
Ge 0.568 1.413 -1.956
S -0.940 0.099 -0.971
C -0.371 1.621 -3.652
C -1.583 2.293 -3.641
F -2.044 2.797 -2.485
C -2.339 2.483 -4.781
F -3.499 3.130 -4.732
C -1.867 1.991 -5.987
F -2.573 2.163 -7.093
C -0.650 1.329 -6.039
F -0.192 0.875 -7.200
C 0.080 1.158 -4.877
F 1.263 0.544 -4.975
C 1.052 3.257 -1.495
C 1.775 3.904 -2.488
F 2.129 3.219 -3.586
C 2.184 5.219 -2.389
F 2.878 5.791 -3.363
C 1.870 5.934 -1.245
F 2.253 7.194 -1.122
C 1.160 5.322 -0.227
F 0.857 5.997 0.878
C 0.768 4.004 -0.371
F 0.084 3.460 0.645
*
```

Gap between HOMO and LUMO ... 6.47 eV
LUMO ... -4.26 eV
Total energy ... -151849.8442 eV
Max |F| ... 0.7 eV/A
HOMO ... -10.727 eV

=====

Record 8
ORCA calculation (the ωB97M-V functional and the def2-TZVPD basis) on an isolated molecule of C2H2OS in a non-equilibrium geometry.

```
! wB97M-V def2-TZVPD RIJCOSX def2/J DEFGRID3
* xyz 0 1
C 0.059 0.085 0.732
C 0.108 0.095 -0.948
O 0.008 1.203 -0.013
S 1.505 -0.662 -0.074
H -0.824 -0.252 1.441
H -0.857 -0.468 -1.139
*
```

Gap between HOMO and LUMO ... 9.17 eV
LUMO ... 0.47 eV
Total energy ... -14984.4889 eV
SMILES ... O1[C@@H]2S[C@H]12
Max |F| ... 3.3 eV/A
HOMO ... -8.694 eV